[1]
Molecular formula: C3H5NO2
Method: DFT, ωB97M-V/def2-TZVPD

Summary:
maximum force = 0.0471 hartree/bohr
E_HOMO = -9.0 eV
energy relative to the best compared isomer or geometry (same formula, charge and spin) = 121.03 kcal per mole
total energy = -322.3815 hartree

Geometry as ORCA input:
```
! wB97M-V def2-TZVPD RIJCOSX def2/J DEFGRID3
* xyz 0 1
C 1.22178 -0.94734 -0.13204
C -0.09510 -0.20284 -0.01756
N -1.22053 -0.18131 -0.63528
O -1.85488 -0.84670 -1.43440
O -1.68980 1.14114 -0.19005
C -0.48808 1.16942 0.64029
H 1.20617 -1.94332 0.38366
H 1.85307 -0.23197 0.36901
H 1.50348 -1.09268 -1.16056
H -0.75707 1.15512 1.73878
H 0.32097 1.98049 0.43815
*
```



[2]
Molecular formula: C15H40NO6S
Method: DFT, ωB97M-V/def2-TZVPD

Summary:
maximum force = 0.0251 hartree/bohr
E_HOMO = -2.4 eV
total energy = -1499.7676 hartree

Geometry as ORCA input:
```
! wB97M-V def2-TZVPD RIJCOSX def2/J DEFGRID3
* xyz -1 1
C 0.44841 1.43556 1.43583
C -0.43436 0.18704 1.31129
N -1.72301 0.35666 2.28854
C -2.37916 1.14046 1.67166
S -3.04197 2.47770 1.03777
H 0.33508 2.10629 0.59104
H 0.16634 1.96827 2.33975
H 1.47828 1.13739 1.54008
H -0.84788 0.16235 0.29792
C -2.74956 -3.59891 -0.13456
C -1.50486 -4.22010 0.47649
O -0.51493 -3.24499 0.73487
H -2.50304 -3.09534 -1.07075
H -3.51391 -4.35558 -0.33286
H -3.16867 -2.84864 0.53811
H -1.07587 -4.95667 -0.20711
H -1.75174 -4.72482 1.41415
H -0.88548 -2.59030 1.34060
C 4.04831 0.13097 -1.22182
C 3.99662 1.64193 -1.08127
O 3.19478 2.01842 0.03169
H 3.04218 -0.27184 -1.33918
H 4.65125 -0.16477 -2.08336
H 4.47695 -0.32410 -0.32647
H 3.55030 2.09232 -1.96755
H 5.00571 2.05488 -0.95699
H 3.58291 1.63053 0.82044
C -5.00878 0.71137 -2.53617
C -5.29208 2.19338 -2.68802
O -6.28127 2.62488 -1.75533
H -5.92234 0.13233 -2.68967
H -4.25737 0.37979 -3.25132
H -4.64658 0.49128 -1.53105
H -5.67240 2.41482 -3.68627
H -4.37913 2.77751 -2.53001
H -5.93309 2.44264 -0.87491
C -0.36489 0.03798 -4.60399
C -1.28453 0.72744 -3.61003
O -1.89015 -0.20166 -2.72355
H -0.91884 -0.70187 -5.18375
H 0.08435 0.75857 -5.29076
H 0.43694 -0.48968 -4.08274
H -2.09417 1.23867 -4.13143
H -0.72967 1.47065 -3.02764
H -1.18905 -0.65002 -2.23930
C -3.72813 -3.12964 5.27155
C -2.66232 -3.94963 4.56557
O -2.29181 -3.36637 3.32585
H -4.61152 -3.03344 4.63994
H -4.01945 -3.59267 6.21707
H -3.36384 -2.12110 5.47638
H -3.03450 -4.95014 4.34434
H -1.77340 -4.04716 5.19978
H -1.94758 -2.48201 3.50510
C 7.82437 4.02670 0.59769
C 7.71277 2.63927 1.20313
O 7.85559 1.63449 0.20030
H 7.06105 4.16722 -0.16759
H 7.70486 4.79958 1.35847
H 8.79723 4.16050 0.11743
H 6.73581 2.50251 1.66288
H 8.48026 2.48952 1.97048
H 8.72097 1.74959 -0.20072
*
```



Repeat the first record exactly.
Molecular formula: C3H5NO2
Method: DFT, ωB97M-V/def2-TZVPD

Summary:
maximum force = 0.0471 hartree/bohr
E_HOMO = -9.0 eV
energy relative to the best compared isomer or geometry (same formula, charge and spin) = 121.03 kcal per mole
total energy = -322.3815 hartree

Geometry as ORCA input:
```
! wB97M-V def2-TZVPD RIJCOSX def2/J DEFGRID3
* xyz 0 1
C 1.22178 -0.94734 -0.13204
C -0.09510 -0.20284 -0.01756
N -1.22053 -0.18131 -0.63528
O -1.85488 -0.84670 -1.43440
O -1.68980 1.14114 -0.19005
C -0.48808 1.16942 0.64029
H 1.20617 -1.94332 0.38366
H 1.85307 -0.23197 0.36901
H 1.50348 -1.09268 -1.16056
H -0.75707 1.15512 1.73878
H 0.32097 1.98049 0.43815
*
```